Computed, not measured: C46H33AsBrN2O3PPdS2 as an isolated structure, with ωB97M-V/def2-TZVPD.

Structure (XYZ):
```
90
Properties=species:S:1:pos:R:3:forces:R:3:lowdin_charge:R:1
Pd 0.40142 -0.06147 -0.86318 1.1 -1.1 -0.8 0.5695
S 0.84741 0.57160 1.33095 4.0 -4.2 -1.1 0.7416
C 2.58208 0.96016 1.31318 0.7 0.8 0.2 -0.5346
C 3.31465 0.81113 2.49063 -0.3 0.0 0.0 -0.0960
C 4.67140 1.09616 2.51151 0.1 -0.1 0.0 -0.0745
C 5.32095 1.52557 1.36102 -0.1 0.0 0.1 -0.0666
C 4.59778 1.68247 0.18690 -0.1 0.0 0.0 -0.0782
C 3.23712 1.40770 0.16287 -0.1 0.0 0.0 -0.3851
As 2.10559 1.63006 -1.38922 -0.5 0.5 -0.3 1.3169
C 1.67482 3.51136 -1.25879 0.2 0.1 0.0 -0.3750
C 1.02759 4.11941 -2.33111 0.0 0.0 -0.1 -0.1125
C 0.66130 5.45484 -2.25344 0.0 0.0 0.0 -0.0740
C 0.92905 6.18421 -1.10195 0.0 0.0 0.0 -0.0839
C 1.57061 5.57808 -0.03264 0.0 0.0 0.0 -0.0784
C 1.94655 4.24339 -0.10936 0.1 0.0 -0.1 -0.1079
C 3.36755 1.55241 -2.84644 0.0 -0.2 0.0 -0.3642
C 3.85796 2.68118 -3.48704 0.1 0.1 0.0 -0.0894
C 4.76104 2.54382 -4.53497 0.0 0.0 0.0 -0.0764
C 5.17586 1.28447 -4.93915 0.0 0.0 0.0 -0.0837
C 4.69056 0.15410 -4.29329 0.0 0.0 0.0 -0.0764
C 3.78778 0.28774 -3.25096 -0.1 0.0 0.0 -0.1058
H 2.81491 0.45255 3.38172 0.0 0.0 0.0 0.1052
H 5.22920 0.96558 3.43037 0.0 0.0 0.0 0.1064
H 6.38309 1.73218 1.37767 0.0 0.0 0.0 0.1067
H 5.09209 2.01953 -0.71719 0.0 0.0 0.0 0.1078
H 0.82298 3.54180 -3.22517 -0.1 0.0 0.0 0.0933
H 0.16562 5.92844 -3.09177 0.0 0.0 0.0 0.1033
H 0.63837 7.22524 -1.03973 0.0 0.0 0.0 0.1009
H 1.78104 6.14389 0.86609 0.0 0.0 0.0 0.1039
H 2.45129 3.77556 0.72712 0.0 0.1 0.0 0.0994
H 3.54117 3.66820 -3.17552 0.0 0.0 0.0 0.0987
H 5.13856 3.42647 -5.03548 0.0 0.0 0.0 0.1041
H 5.87481 1.18119 -5.75915 0.0 0.0 0.0 0.1027
H 5.00816 -0.83149 -4.60878 0.0 0.0 0.0 0.1048
H 3.39095 -0.59584 -2.76154 0.0 0.0 0.0 0.1038
C -6.27279 1.86418 2.57566 0.0 0.0 0.0 -0.0757
C -6.36090 1.75934 1.19649 0.0 0.0 0.0 -0.0697
C -5.29812 1.24264 0.46800 -0.1 0.0 0.1 -0.0643
C -4.14150 0.83266 1.12472 -0.2 -0.3 -0.2 -0.2822
C -4.05886 0.93418 2.51393 0.1 -0.1 0.0 -0.0700
C -5.12158 1.45036 3.23454 0.0 0.0 0.0 -0.0706
P -2.74421 0.12422 0.21537 1.7 1.2 1.4 0.9537
C -3.05808 0.56221 -1.48719 -0.2 -0.1 -0.1 -0.3019
C -3.64859 -0.42203 -2.28257 0.1 0.1 0.0 -0.0670
C -4.27507 -0.06587 -3.46565 0.1 0.0 -0.1 -0.0662
C -4.32036 1.26552 -3.84987 0.0 0.0 -0.1 -0.0677
C -3.71460 2.24041 -3.06997 0.1 0.0 0.0 -0.0601
C -3.07838 1.89779 -1.88826 0.0 0.0 0.0 -0.0654
C -2.75211 -1.64777 0.38445 -0.4 0.0 0.1 -0.2512
C -3.93084 -2.22701 0.79699 0.1 0.0 -0.2 -0.0703
C -4.04042 -3.62129 0.95316 0.1 0.0 0.0 -0.0668
C -2.93864 -4.39195 0.73417 -0.1 0.1 0.0 -0.0239
C -1.69791 -3.82343 0.34874 0.0 -0.1 0.0 -0.1626
C -0.57703 -4.66871 0.20601 0.1 0.0 0.0 -0.0482
C 0.63531 -4.13163 -0.11081 -0.1 0.0 0.1 -0.0758
C 0.74905 -2.74347 -0.31514 0.0 0.0 0.0 -0.1291
C -0.31315 -1.86776 -0.23052 0.2 -0.3 -0.4 -0.2011
C -1.57615 -2.41821 0.12914 0.0 0.0 0.3 -0.1575
H -7.10130 2.27014 3.14117 0.0 0.0 0.0 0.1050
H -7.25578 2.08271 0.68181 0.0 0.0 0.0 0.1062
H -5.37217 1.16543 -0.60859 0.0 0.0 0.0 0.1042
H -3.16524 0.60303 3.02831 0.0 0.0 -0.1 0.1110
H -5.05254 1.52950 4.31127 0.0 0.0 0.0 0.1064
H -3.62285 -1.45836 -1.97295 0.0 0.0 0.0 0.1085
H -4.72538 -0.82900 -4.08643 0.0 0.0 0.0 0.1078
H -4.81460 1.54276 -4.77190 0.0 0.0 0.0 0.1068
H -3.73860 3.27450 -3.38454 0.0 0.0 0.0 0.1095
H -2.62739 2.66017 -1.26601 0.1 0.0 0.0 0.0981
H -4.80201 -1.61931 0.99010 0.0 0.1 0.0 0.1035
H -4.98183 -4.05863 1.25681 0.0 0.0 0.0 0.1052
H -2.98315 -5.46594 0.87369 0.0 0.0 0.0 0.1144
H -0.69899 -5.73202 0.37302 0.0 0.0 0.0 0.1092
H 1.51146 -4.76149 -0.20334 0.0 0.0 0.0 0.1037
H 1.73107 -2.35611 -0.56636 0.0 0.0 0.0 0.0856
O -0.86695 3.03252 0.30329 0.5 0.1 -2.4 -0.4619
S -0.58421 1.91796 1.17795 -2.8 6.1 5.1 0.4406
N -1.41757 0.66824 0.99989 -4.1 -2.8 -1.7 -0.6055
Br -0.61928 -4.40881 -6.73143 0.0 0.0 0.0 0.7244
C -0.20980 -2.57510 -6.49812 0.0 0.0 0.0 -0.6703
C 0.00598 -1.77614 -7.61074 0.0 0.0 0.0 -0.1973
N 0.29504 -0.48234 -7.51493 0.0 0.0 0.0 0.0720
C 0.36766 0.04844 -6.29620 0.0 0.0 0.0 -0.0766
C 0.16599 -0.67826 -5.12945 0.0 0.0 0.0 -0.1062
C -0.12525 -2.03051 -5.23193 0.0 0.0 0.0 -0.0512
C 0.25066 0.00510 -3.78614 0.0 0.1 -0.1 -0.6201
O 0.30285 1.23381 -3.74273 0.0 0.0 0.1 -0.0215
O 0.26803 -0.80756 -2.79433 -0.2 0.1 0.2 -0.1571
H -0.05632 -2.19662 -8.60769 0.0 0.0 0.0 0.0991
H 0.60008 1.10383 -6.22615 0.0 0.0 0.0 0.1185
H -0.27541 -2.62016 -4.33786 0.0 0.0 0.0 0.1152
```
Positions in Å, forces in eV/Å.

Values from the calculation:
**Charge**: 0
**ΔE to the lowest compared entry with this formula, charge and spin**: 208.2 kJ/mol
**LUMO energy**: -0.12 eV